Entry 1:
Here is a 4-piece molecular cluster, C3H14N2O2S overall at a distorted geometry from the OMol25 dataset. Energies are from ωB97M-V with the def2-TZVPD basis set.

Each line ends with the natural charge from an NBO analysis.
Geometry (Å):
N -0.720 0.781 1.554  -0.5342
C 0.303 -0.229 1.396  -0.1170
C 1.732 0.245 0.945  -0.5868
S 2.110 0.163 -0.850  0.0705
C -0.239 -1.284 0.435  -0.2315
N -1.590 -1.651 0.876  -0.7505
H -0.543 1.315 2.371  0.3433
H 1.278 3.161 -1.243  0.0135
H 1.223 3.280 -0.524  -0.0147
H 0.424 -0.739 2.391  0.2266
H 1.890 1.293 1.301  0.2395
H 2.496 -0.462 1.482  0.2624
H 0.373 -2.123 0.396  0.2008
H -0.256 -0.782 -0.574  0.2102
H -2.087 -1.916 0.103  0.3865
H -1.961 -0.816 1.271  0.3671
H 0.057 1.188 -1.126  0.4695
H -0.910 1.316 0.143  0.4759
O -0.889 1.399 -0.903  -0.9766
H -2.670 -0.394 -2.664  0.4608
H -1.797 0.246 -1.545  0.4994
O -2.347 -0.584 -1.827  -1.0147

Calculated total energy (Eh): -780.63890
HOMO energy (eV): -9.1
Energy above the lowest of the compared OMol25 structures with the same formula, charge and spin (kJ/mol): 589.7

=====

Entry 2:
Here is a 14-piece molecular cluster, C80H188N12O14 overall at a distorted geometry from the OMol25 dataset. Energies are from ωB97M-V with the def2-TZVPD basis set.

Each line ends with the Löwdin charge.
Geometry (Å):
C -29.402 23.903 24.188  -0.0333
C -28.288 23.325 25.218  -0.3974
C -26.997 24.199 24.907  -0.1510
C -25.973 24.013 25.998  -0.1607
C -26.602 24.271 27.411  -0.1100
C -27.898 23.469 27.693  -0.4767
N -28.823 23.673 26.585  -0.0882
O -30.134 23.096 26.850  -0.0290
C -27.645 21.998 28.159  -0.0052
C -28.546 24.295 28.855  -0.0473
C -28.057 21.817 24.873  -0.0317
H -29.107 23.826 23.142  0.0683
H -29.639 24.937 24.438  0.0538
H -30.384 23.430 24.225  0.0664
H -26.579 23.938 23.934  0.1129
H -27.253 25.232 24.672  0.0892
H -25.067 24.556 25.728  0.1078
H -25.684 22.970 25.873  0.0995
H -26.736 25.352 27.456  0.0922
H -25.887 23.987 28.183  0.1060
H -26.997 22.067 29.033  0.0761
H -28.492 21.401 28.496  0.0832
H -27.137 21.426 27.382  0.0576
H -29.367 23.846 29.415  0.0786
H -27.816 24.321 29.664  0.0645
H -28.833 25.332 28.683  0.0614
H -27.224 21.370 25.416  0.0509
H -27.873 21.685 23.807  0.0767
H -28.896 21.156 25.091  0.0812
H -30.651 23.880 26.652  0.0304
C -23.328 24.743 30.467  -0.0145
C -23.704 26.254 30.566  -0.4589
C -23.956 26.710 32.069  -0.1466
C -22.672 26.815 32.858  -0.1797
C -21.686 27.807 32.167  -0.1371
C -21.377 27.475 30.694  -0.4723
N -22.664 27.176 30.026  -0.0896
O -22.551 26.997 28.639  -0.0386
C -20.725 28.758 30.084  -0.0373
C -20.313 26.367 30.619  -0.0259
C -25.009 26.572 29.894  -0.0563
H -22.567 24.431 31.182  0.0653
H -22.993 24.566 29.445  0.0808
H -24.207 24.102 30.541  0.0727
H -24.382 27.713 32.074  0.0861
H -24.664 26.057 32.580  0.1229
H -22.133 25.878 33.000  0.1042
H -22.864 27.203 33.858  0.0994
H -20.829 28.013 32.808  0.1166
H -22.222 28.748 32.292  0.0992
H -20.386 28.574 29.065  0.0711
H -21.383 29.625 30.033  0.0682
H -19.893 29.186 30.643  0.0835
H -19.633 26.449 29.771  0.0764
H -19.615 26.358 31.456  0.0804
H -20.767 25.377 30.613  0.0625
H -25.313 27.615 29.984  0.0735
H -25.786 25.920 30.294  0.0809
H -24.952 26.432 28.814  0.0707
H -22.663 27.856 28.224  0.0397
C -32.807 28.400 20.084  -0.0240
C -32.649 26.979 20.705  -0.4177
C -34.110 26.546 21.149  -0.1171
C -34.225 25.079 21.617  -0.1872
C -33.875 24.206 20.414  -0.1348
C -32.467 24.481 19.814  -0.4797
N -32.296 25.944 19.704  -0.1469
O -31.108 26.208 19.144  -0.0225
C -31.368 23.878 20.769  -0.0102
C -32.454 23.881 18.469  -0.0522
C -31.641 27.101 21.899  -0.0117
H -33.402 28.368 19.171  0.0853
H -31.861 28.861 19.800  0.0625
H -33.210 29.107 20.810  0.0660
H -34.416 27.123 22.021  0.0960
H -34.799 26.710 20.320  0.1173
H -35.258 24.907 21.919  0.1111
H -33.674 24.840 22.527  0.0879
H -34.652 24.423 19.681  0.1195
H -34.023 23.222 20.859  0.1223
H -31.611 24.042 21.819  0.0619
H -31.209 22.801 20.705  0.0873
H -30.401 24.373 20.684  0.0557
H -33.007 24.433 17.709  0.0963
H -31.483 23.726 17.998  0.0669
H -32.798 22.851 18.557  0.0948
H -30.761 26.471 21.769  0.0604
H -32.069 26.897 22.881  0.0644
H -31.093 28.042 21.952  0.0584
H -31.368 26.714 18.371  0.1202
C -25.363 32.081 19.472  -0.0440
C -26.017 31.502 20.733  -0.5174
C -25.938 32.620 21.839  -0.1295
C -27.058 33.613 21.657  -0.1808
C -28.457 32.941 21.631  -0.1182
C -28.507 31.926 20.480  -0.4878
N -27.364 30.997 20.577  -0.0621
O -27.424 30.045 19.534  -0.0334
C -29.827 31.257 20.770  -0.0633
C -28.669 32.483 19.023  -0.0109
C -25.125 30.429 21.267  -0.0567
H -24.289 32.179 19.629  0.0764
H -25.436 33.110 19.120  0.0765
H -25.490 31.366 18.658  0.0845
H -25.908 32.234 22.858  0.1125
H -25.060 33.236 21.646  0.1181
H -27.000 34.168 20.721  0.1066
H -26.944 34.300 22.496  0.1077
H -29.274 33.640 21.450  0.1177
H -28.610 32.530 22.629  0.1032
H -29.796 30.725 21.721  0.0753
H -30.629 31.996 20.741  0.0769
H -30.079 30.438 20.097  0.0735
H -29.499 33.188 18.978  0.0805
H -27.790 33.027 18.677  0.0636
H -28.841 31.648 18.342  0.0793
H -25.009 29.624 20.541  0.0739
H -25.637 29.994 22.125  0.0769
H -24.103 30.698 21.536  0.0918
H -27.517 29.168 19.912  0.0282
C -32.798 33.536 24.133  -0.0203
C -33.556 32.546 23.133  -0.3943
C -32.684 31.268 22.908  -0.1488
C -32.892 30.184 23.929  -0.1804
C -34.368 29.896 24.115  -0.1203
C -35.227 31.105 24.632  -0.4975
N -34.968 32.225 23.688  -0.1342
O -35.648 33.396 24.018  -0.0165
C -36.636 30.713 24.371  -0.0585
C -34.937 31.534 26.081  -0.0130
C -33.685 33.205 21.731  -0.0341
H -32.788 33.121 25.141  0.0435
H -33.180 34.549 24.264  0.0770
H -31.741 33.519 23.866  0.0727
H -32.722 30.940 21.870  0.0906
H -31.617 31.476 22.985  0.0919
H -32.398 30.508 24.846  0.1050
H -32.353 29.285 23.634  0.0901
H -34.417 29.185 24.940  0.0914
H -34.680 29.409 23.191  0.1145
H -36.883 29.786 24.889  0.0873
H -37.381 31.444 24.684  0.0866
H -36.736 30.504 23.306  0.0888
H -34.906 32.620 26.166  0.0734
H -35.648 31.123 26.799  0.0796
H -34.003 31.142 26.482  0.0596
H -34.205 32.433 21.165  0.0815
H -32.667 33.347 21.368  0.0715
H -34.181 34.172 21.643  0.0777
H -36.142 33.414 23.195  0.1048
C -30.195 31.534 27.385  -0.0288
C -29.036 30.630 27.116  -0.5383
C -28.903 29.557 28.209  -0.0856
C -28.055 28.263 27.896  -0.1208
C -28.477 27.681 26.482  -0.1045
C -28.467 28.778 25.364  -0.4458
N -29.153 30.022 25.822  -0.1144
O -29.397 30.863 24.765  -0.0080
C -26.985 28.992 25.014  -0.0200
C -29.275 28.142 24.224  -0.0281
C -27.795 31.484 27.169  -0.0201
H -31.181 31.070 27.362  0.0803
H -30.203 32.268 26.579  0.0747
H -30.103 31.995 28.369  0.0865
H -28.376 29.933 29.086  0.0992
H -29.882 29.237 28.566  0.0967
H -28.114 27.604 28.762  0.0846
H -26.975 28.386 27.814  0.0848
H -29.447 27.186 26.533  0.0961
H -27.684 26.969 26.255  0.0860
H -26.334 29.444 25.762  0.0491
H -26.531 28.112 24.559  0.0893
H -26.904 29.730 24.216  0.0655
H -28.946 28.645 23.314  0.0719
H -28.983 27.107 24.047  0.0667
H -30.347 28.172 24.420  0.0684
H -27.798 32.270 26.413  0.0864
H -26.906 30.862 27.069  0.0716
H -27.769 31.990 28.134  0.0782
H -28.516 31.174 24.544  0.0738
C -30.920 30.908 31.974  -0.1495
O -30.863 32.095 32.794  -0.1313
H -31.888 30.414 31.882  0.0677
H -30.600 31.126 30.955  0.0589
H -30.148 30.232 32.341  0.0654
H -31.383 32.766 32.346  0.0000
C -24.425 30.772 30.610  -0.1483
O -25.757 30.398 30.360  -0.1577
H -23.998 31.010 29.635  0.0614
H -24.356 31.658 31.241  0.0782
H -23.928 29.912 31.058  0.0564
H -26.328 31.126 30.615  0.0096
C -33.571 26.135 25.400  -0.0397
C -32.549 26.655 26.412  -0.4388
C -33.119 27.599 27.468  -0.1491
O -32.170 27.837 28.556  -0.1903
C -32.624 28.764 29.505  -0.1236
N -31.926 25.514 27.007  0.0515
H -33.842 26.939 24.716  0.0558
H -34.432 25.683 25.894  0.0871
H -33.112 25.383 24.758  0.0654
H -31.715 27.155 25.919  0.1193
H -33.973 27.086 27.911  0.1265
H -33.458 28.481 26.925  0.1104
H -32.120 29.719 29.356  0.0609
H -32.239 28.419 30.464  0.0729
H -33.700 28.929 29.562  0.0939
H -31.213 25.880 27.621  0.0681
H -32.565 25.023 27.616  0.0973
C -22.390 30.900 26.365  -0.0565
C -23.282 29.806 25.780  -0.3962
C -22.604 28.978 24.652  -0.2124
O -23.566 28.167 24.092  -0.2065
C -23.057 27.426 22.994  -0.0814
N -23.782 28.987 26.927  0.0649
H -21.526 30.369 26.765  0.0786
H -22.989 31.441 27.098  0.0707
H -22.122 31.606 25.578  0.0768
H -24.141 30.343 25.375  0.1182
H -21.821 28.322 25.035  0.1348
H -22.255 29.705 23.919  0.1244
H -22.388 26.614 23.280  0.0893
H -22.591 28.135 22.310  0.0922
H -23.940 26.893 22.639  0.0744
H -24.407 29.481 27.547  0.0673
H -24.329 28.251 26.504  0.0675
C -27.320 34.124 30.809  -0.0129
C -27.182 33.198 32.062  -0.4024
C -27.967 33.675 33.313  -0.2170
O -27.451 34.848 33.872  -0.1661
C -26.322 34.600 34.729  -0.1048
N -27.733 31.907 31.807  0.0548
H -26.814 35.090 30.813  0.0761
H -28.391 34.137 30.609  0.0713
H -26.840 33.694 29.929  0.0559
H -26.183 33.071 32.480  0.1190
H -27.942 32.922 34.101  0.1117
H -29.027 33.884 33.170  0.1199
H -25.671 35.472 34.669  0.0828
H -25.728 33.732 34.444  0.0736
H -26.395 34.500 35.812  0.0782
H -27.653 31.387 32.670  0.0242
H -28.716 32.131 31.744  0.0514
C -25.950 26.604 20.544  -0.0410
C -27.176 26.829 19.681  -0.4337
C -27.687 25.586 18.971  -0.1934
O -27.749 24.441 19.794  -0.1750
C -28.381 23.392 19.111  -0.1303
N -28.178 27.463 20.475  0.0681
H -26.170 25.954 21.391  0.0793
H -25.579 27.535 20.972  0.0514
H -25.102 26.163 20.021  0.0903
H -26.999 27.528 18.864  0.1346
H -26.873 25.320 18.296  0.1297
H -28.657 25.765 18.507  0.1178
H -28.562 22.503 19.715  0.0926
H -27.683 23.065 18.340  0.0851
H -29.289 23.604 18.547  0.0681
H -29.055 27.086 20.144  0.0596
H -28.109 27.089 21.411  0.0762
C -25.955 28.417 34.498  -0.0393
C -26.747 29.218 33.397  -0.3829
C -27.434 28.408 32.304  -0.1534
O -28.596 27.768 32.882  -0.2264
C -29.484 27.049 31.991  -0.0513
N -27.610 30.129 34.147  0.0285
H -26.584 27.659 34.966  0.0791
H -25.552 29.016 35.315  0.0724
H -25.093 27.873 34.111  0.0354
H -25.988 29.862 32.953  0.1177
H -26.789 27.629 31.900  0.1055
H -27.823 29.100 31.557  0.1032
H -30.082 27.809 31.487  0.0614
H -30.130 26.479 32.659  0.0935
H -28.838 26.538 31.278  0.0752
H -27.136 30.645 34.874  0.0793
H -28.170 29.501 34.705  0.0819
C -34.259 33.656 31.127  -0.0599
C -32.861 33.712 30.573  -0.4407
C -32.722 34.391 29.215  -0.1883
O -31.392 34.598 28.794  -0.1898
C -31.246 34.901 27.445  -0.1157
N -32.008 34.376 31.510  0.0517
H -34.646 34.600 31.511  0.0798
H -34.417 32.929 31.924  0.0865
H -34.983 33.460 30.337  0.0805
H -32.702 32.634 30.542  0.1234
H -33.216 35.363 29.190  0.1353
H -33.286 33.773 28.517  0.1199
H -31.780 35.811 27.172  0.0888
H -31.851 34.212 26.856  0.0568
H -30.211 34.931 27.102  0.1010
H -31.203 34.640 30.960  0.0749
H -32.392 35.262 31.808  0.0984

Calculated total energy (Eh): -4870.80690
HOMO energy (eV): -7.7
Energy above the lowest of the compared OMol25 structures with the same formula, charge and spin (kJ/mol): 0.0

=====

Entry 3:
Here is one molecule with the formula C7H12O5S at a distorted geometry from the OMol25 dataset. Energies are from ωB97M-V with the def2-TZVPD basis set.

Each line ends with the natural charge from an NBO analysis.
Geometry (Å):
C -0.089 -2.536 0.304  -0.0869
C 1.676 0.770 1.066  -0.1174
C -0.528 -0.381 1.173  -0.0286
C -0.217 -1.606 -0.908  0.0465
C 0.471 0.542 2.018  0.0582
C 0.014 -0.222 -0.179  0.2223
C -0.093 1.648 -2.473  -0.8603
O -1.251 2.466 -0.257  -1.0085
O -0.582 -1.780 1.440  -0.5233
O 1.270 0.222 -0.223  -0.5264
O -1.479 -1.725 -1.433  -0.7169
O -0.131 1.753 2.227  -0.7185
S -1.269 1.264 -1.145  1.1093
H -0.725 -3.304 0.144  0.1903
H 0.851 -2.832 0.582  0.1807
H 1.939 1.905 1.083  0.2125
H 2.584 0.182 1.393  0.1979
H -1.398 0.047 1.517  0.2228
H 0.517 -1.735 -1.581  0.1924
H 0.612 -0.094 2.952  0.2063
H -0.024 2.756 -2.440  0.2612
H -0.574 1.296 -3.455  0.2372
H 0.845 0.938 -2.285  0.2529
H -2.233 -1.818 -0.896  0.4923
H -0.185 2.246 1.377  0.5043

Calculated total energy (Eh): -1048.18001
HOMO energy (eV): -8.4
Energy above the lowest of the compared OMol25 structures with the same formula, charge and spin (kJ/mol): 338.9

=====

> Among the records above, which one has the lowest energy above the lowest of the compared OMol25 structures with the same formula, charge and spin?

C80H188N12O14

=====

> calculated total energy of number 3 (C7H12O5S)?

-1048.18001 Eh

=====

> Among the records above, which one has the lowest HOMO energy?

C3H14N2O2S

=====

> Which formula does entry 2 have?

C80H188N12O14